Entry from the OMol25 dataset: 2 unconnected molecules or ions with the total composition C2H7S2 at a distorted geometry (the ωB97M-V functional and the def2-TZVPD basis).

Element x y z (Å)
C (-0.613, -0.238, -1.832)
S (0.039, 1.491, -1.567)
H (-0.371, -0.915, -2.795)
H (-1.745, -0.115, -1.919)
H (-0.445, -0.985, -1.011)
H (-0.235, 1.529, -0.192)
C (0.746, -0.272, 1.782)
S (-0.604, 0.997, 1.905)
H (1.561, -0.092, 1.052)
H (0.438, -1.248, 1.780)
H (1.229, -0.152, 2.796)

* total charge: -1
* max |F|: 4.1 eV/Å
* highest occupied orbital energy: -2.615 eV
* DFT total energy: -876.7660 Ha
* frontier orbital gap: 6.3 eV
* multiplicity: 1
* energy above the lowest of the compared OMol25 structures with the same formula, charge and spin: 1.198 eV